(1)
Formula: C11H15N
Source: OMol25
Level of theory: wB97M-V/def2-TZVPD

Each line ends with the Löwdin charge.
Element x y z (Å)
C 1.97176 2.08700 -1.29395  -0.18
C 1.77503 1.16616 -2.44939  -0.21
H 0.94572 2.31337 -0.79730  0.08
H 2.45100 1.38963 -0.55806  0.07
H 2.57682 2.97346 -1.48520  0.05
H 1.41422 0.22120 -2.21399  0.03
H 1.04171 1.58562 -3.21581  0.09
H 2.64138 0.78084 -2.94360  0.05
C 0.39782 0.01301 3.15281  -0.08
C -0.57944 -0.80913 0.87275  -0.20
C -0.30483 0.20316 1.83978  -0.31
C -1.47221 -0.18028 -0.10010  -0.20
C -0.98277 1.36255 1.50794  -0.20
C -0.40156 -2.15985 0.84518  -0.18
C -0.78631 -2.89905 -0.21502  -0.23
C -1.61758 -2.30314 -1.15744  -0.22
C -2.06780 -0.97076 -1.07806  -0.14
N -1.58663 1.20625 0.30473  0.02
H 0.20864 -2.80509 1.59429  0.10
H -0.32746 -3.91900 -0.51096  0.10
H -1.69998 -2.97388 -2.08961  0.08
H 1.42606 0.20979 2.83219  0.06
H 0.16995 -1.07488 3.47499  0.09
H -1.15246 2.35437 2.04146  0.10
H -1.59904 1.85631 -0.40139  0.08
H -2.66857 -0.37765 -1.88513  0.10
H 0.22655 0.75000 3.92887  0.05

Calculated values
Lowest unoccupied orbital energy (alpha / beta), eV: 3.664 / 3.607
⟨S²⟩: 0.770
Relative energy (zero: lowest compared OMol25 entry of this formula, charge and spin), kcal per mole: 48.8
F_max, eV/Å: 5.86
DFT total energy, eV: -13137.4484
Multiplicity: 2
Total charge: -1
Orbital gap (alpha / beta), hartree: 0.1089 / 0.2394



(2)
Formula: C11H15N
Source: OMol25
Level of theory: wB97M-V/def2-TZVPD

Each line ends with the Löwdin charge.
Element x y z (Å)
C -0.45880 -2.81176 -1.82732  -0.15
C 0.21081 -2.34036 -0.56727  -0.19
H -0.95979 -3.74257 -1.46123  0.07
H -1.26243 -2.11431 -2.16792  0.08
H 0.39045 -3.01710 -2.48950  0.07
H 0.53153 -3.07994 0.14201  0.08
H -0.22525 -1.49463 -0.14779  0.03
H 1.13786 -1.96544 -0.92099  0.02
C -2.21861 1.92725 -0.78940  -0.08
C -1.46525 2.07897 1.59239  -0.08
C -1.26004 1.68951 0.26740  -0.29
C 0.52029 1.02110 1.54231  -0.12
C 0.09805 1.20793 0.17777  -0.14
C 1.79642 0.43706 1.88761  -0.03
C 0.88954 0.65189 -0.86852  -0.07
C 2.52738 0.05872 0.82455  -0.14
C 2.12085 0.20909 -0.49749  -0.17
N -0.45207 1.69634 2.39716  0.09
H -2.40420 2.50315 2.17708  0.17
H -0.48347 1.60792 3.29404  0.06
H -2.55514 2.91563 -1.14914  0.08
H -2.97237 1.21093 -0.30575  0.11
H 1.99534 0.17383 2.89598  0.10
H 0.26634 0.54724 -1.84725  0.15
H 3.62007 -0.35150 0.87569  0.14
H 2.76559 -0.34742 -1.30765  0.14
H -2.15312 1.32846 -1.72680  0.07

Calculated values
SMILES string: Cc1c[nH]c2ccccc12.CC
Lowest unoccupied orbital energy, eV: 0.933
Relative energy (zero: lowest compared OMol25 entry of this formula, charge and spin), kcal per mole: 74.5
F_max, eV/Å: 8.91
DFT total energy, eV: -13137.5610
Multiplicity: 1
Orbital gap, hartree: 0.3155



(3)
Formula: C11H15N
Source: OMol25
Level of theory: wB97M-V/def2-TZVPD

Each line ends with the Löwdin charge.
Element x y z (Å)
C -2.43892 -1.02531 1.46719  -0.16
C -3.14724 -0.05089 0.47343  -0.14
H -1.98667 -0.54607 2.42190  0.09
H -2.97992 -1.91120 1.72883  0.04
H -1.46395 -1.40684 1.03221  0.04
H -3.99101 -0.50425 0.12530  0.01
H -2.47225 0.16417 -0.37128  0.06
H -3.36902 0.90619 1.00304  0.08
C 1.14587 -1.70896 1.55862  -0.05
C 0.97701 0.26885 -1.53722  -0.23
C 1.17932 0.21023 -0.15066  -0.14
C 1.41348 -1.22537 0.15340  -0.23
C 1.51851 -1.86184 -1.04848  0.01
C 0.79949 2.66218 -1.37849  -0.14
C 0.72623 1.55211 -2.14480  -0.03
C 1.32529 2.66746 -0.12048  -0.07
C 1.44123 1.40088 0.53946  0.02
N 1.32748 -0.87645 -2.17024  0.11
H 0.54997 3.68507 -1.79868  0.13
H 0.62095 1.56631 -3.21204  0.10
H 1.29035 3.45104 0.46408  0.04
H 1.60791 1.45791 1.49917  0.05
H 1.24746 -1.01242 -3.08854  0.08
H 1.51270 -2.94436 -1.23872  0.11
H 0.72470 -0.81552 2.07920  0.07
H 2.06984 -1.65747 2.13729  0.08
H 0.37123 -2.44543 1.57648  0.06

Calculated values
SMILES string: Cc1c[nH]c2ccccc12.CC
Lowest unoccupied orbital energy, eV: 0.951
Relative energy (zero: lowest compared OMol25 entry of this formula, charge and spin), kcal per mole: 64.9
F_max, eV/Å: 7.40
DFT total energy, eV: -13137.9757
Multiplicity: 1
Orbital gap, hartree: 0.3267



(4)
Formula: C11H15N
Source: OMol25
Level of theory: wB97M-V/def2-TZVPD

Each line ends with the Löwdin charge.
Element x y z (Å)
C -1.22835 -2.24798 -1.25087  -0.05
C 0.10220 0.01510 -0.85964  -0.14
C -0.29540 -1.13662 -1.63309  -0.24
C 0.89933 0.79007 -1.68390  -0.23
C 0.26991 -1.02888 -2.84617  -0.05
C -0.06068 0.41017 0.48606  -0.03
C 0.43136 1.61792 0.89340  -0.09
C 1.20124 2.41184 0.00329  -0.09
C 1.52231 1.97593 -1.26580  -0.02
N 1.10174 0.14474 -2.92857  0.07
H -0.74986 -0.17210 1.08687  0.09
H 0.27974 1.93982 1.90774  0.09
H 1.66796 3.28664 0.44117  0.10
H -1.76166 -2.68061 -2.09775  0.08
H -2.10160 -1.92340 -0.67742  0.08
H 0.32365 -1.75374 -3.64100  0.12
H 0.92172 0.80346 -3.65921  0.13
H 2.03266 2.64283 -1.94764  0.11
H -0.62546 -2.95530 -0.69224  0.08
C -0.74681 -0.53921 4.18504  -0.17
C -2.03225 -1.31835 4.48905  -0.17
H -1.03678 0.51205 4.21681  0.06
H 0.09567 -0.67184 4.85660  0.06
H -0.38597 -0.73374 3.17462  0.04
H -2.40645 -1.07096 5.48100  0.06
H -1.77314 -2.37329 4.63817  0.06
H -2.78083 -1.24497 3.71410  0.06

Calculated values
SMILES string: Cc1c[nH]c2ccccc12.CC
Lowest unoccupied orbital energy, eV: 0.947
Relative energy (zero: lowest compared OMol25 entry of this formula, charge and spin), kcal per mole: 18.3
F_max, eV/Å: 2.06
DFT total energy, eV: -13139.9968
Multiplicity: 1
Orbital gap, hartree: 0.3347